Entry 1:
ORCA calculation (wB97M-V/def2-TZVPD) on a molecular structure, C20H14I2N3O5Pt in a non-equilibrium geometry.

Structure (XYZ):
```
45
Properties=species:S:1:pos:R:3:forces:R:3:lowdin_charge:R:1
Pt 0.38625 0.05732 -0.77351 0.1 -0.8 0.0 1.516
I -5.19905 -1.45508 3.76339 0.8 0.2 -0.4 1.012
C -3.34295 -0.95948 2.91839 -0.9 -0.4 0.6 -0.659
C -2.21285 -1.69208 3.26689 0.5 -0.2 -0.1 -0.187
C -1.00435 -1.32798 2.73189 0.6 -0.8 0.7 -0.576
I 0.74775 -2.42288 3.07579 -0.5 0.2 0.0 1.067
C -0.84965 -0.19648 1.86839 -0.1 0.1 0.1 -0.442
O 0.30465 0.13842 1.47959 -0.1 -0.1 -0.6 -0.137
C -2.04815 0.51272 1.50299 -0.6 0.1 -0.3 -0.124
C -1.92745 1.72962 0.61539 -0.1 0.2 0.5 -0.121
N -1.52585 1.40632 -0.75931 0.3 -0.6 -0.2 -0.130
C -1.21075 2.56222 -1.59821 0.0 0.3 -0.2 -0.125
C 0.18625 3.06372 -1.30631 0.0 0.4 -0.1 -0.254
C 0.65935 4.29672 -1.73641 -0.1 -0.3 0.1 0.008
C 1.96965 4.64802 -1.44741 0.0 -0.1 0.1 -0.017
C 2.74175 3.80102 -0.66731 -0.2 -0.1 0.0 -0.008
C 2.19735 2.59032 -0.27321 0.7 0.3 0.2 -0.092
N 0.97255 2.23002 -0.62661 -0.4 -0.6 -0.3 -0.019
C -3.25555 0.11622 2.02419 0.5 0.6 -0.5 -0.069
H -2.27505 -2.54128 3.92969 -0.1 -0.1 0.0 0.100
H -2.89185 2.25672 0.61039 0.2 0.0 0.0 0.141
H -1.16995 2.39502 1.04669 -0.1 0.0 -0.1 0.142
H -2.24025 0.81492 -1.18611 0.2 0.0 0.0 0.132
H -1.24865 2.24742 -2.64721 -0.1 0.0 0.1 0.144
H -1.94055 3.37342 -1.46451 0.1 -0.1 0.0 0.142
H 0.02325 4.95232 -2.30941 -0.1 0.1 0.0 0.126
H 2.38255 5.57202 -1.82241 0.0 0.1 0.0 0.123
H 3.74815 4.05802 -0.38211 0.1 0.0 0.0 0.121
H 2.75195 1.88782 0.33059 0.1 -0.1 -0.1 0.125
H -4.15985 0.64672 1.76539 0.0 0.1 0.0 0.112
O -2.24055 -3.35268 -0.58141 -0.1 0.3 -0.1 0.104
C -1.34775 -2.55558 -0.76521 1.2 -2.5 0.4 -0.603
O -1.45545 -1.30498 -0.91971 0.1 2.6 -0.1 -0.099
C 0.11335 -3.06178 -0.79221 -1.0 0.0 0.1 -0.173
C 0.48155 -4.39608 -0.74031 0.0 0.3 0.0 0.028
C 1.83485 -4.70448 -0.71671 0.1 0.2 0.0 -0.005
C 2.77645 -3.68268 -0.75561 -0.4 0.0 0.0 0.036
C 2.30945 -2.38088 -0.83071 1.2 0.9 -0.1 -0.161
N 1.02175 -2.10028 -0.84341 -0.3 0.5 0.0 0.040
C 3.22985 -1.11708 -0.92481 0.2 -3.2 0.7 -0.607
O 4.40645 -1.27198 -0.70791 0.2 0.4 -0.1 0.111
O 2.59785 -0.07528 -1.23721 -1.6 2.3 -0.2 -0.106
H -0.28755 -5.15208 -0.71551 -0.1 0.0 0.0 0.131
H 2.15315 -5.73348 -0.66731 0.0 -0.1 0.0 0.121
H 3.83795 -3.87248 -0.73151 0.1 0.1 0.0 0.131
```
Forces are in eV/Å.

Output
* LUMO energy (spin up / spin down): -2.853 / -6.513 eV
* charge: +1
* spin multiplicity: 5


Entry 2:
ORCA calculation (wB97M-V/def2-TZVPD) on a single C20H14IN3O4 molecule in a non-equilibrium geometry.

Structure (XYZ):
```
42
Properties=species:S:1:pos:R:3:forces:R:3:lowdin_charge:R:1
O 0.28328 -1.76526 -0.81367 -1.8 2.6 -1.7 0.122
C 0.84947 -2.29992 0.07439 0.8 -0.9 1.1 -0.450
N 1.69066 -3.31822 -0.31525 -0.2 0.2 -1.6 0.183
C 2.04681 -4.35153 0.46452 1.7 -2.2 -0.9 -0.418
O 2.76786 -5.23622 -0.00928 -0.9 0.7 0.8 0.066
C 1.53906 -4.37657 1.84003 0.3 -1.3 1.1 -0.110
C 1.77364 -5.56666 2.56596 -1.0 1.1 2.3 0.042
C 1.46813 -5.51379 3.99987 -0.7 -1.5 -0.2 -0.131
C 0.89017 -4.38651 4.62021 0.7 0.0 -0.7 -0.555
I 0.70737 -4.52267 6.89563 0.0 0.4 -2.5 0.679
C 0.61342 -3.28281 3.79171 -0.7 1.3 1.1 -0.086
C 0.92282 -3.27502 2.43039 0.3 1.4 -0.9 -0.105
C 0.74476 -2.02012 1.52081 0.1 0.1 2.5 -0.045
C 0.62251 -0.74829 2.05320 0.1 0.9 -1.8 0.001
N 0.70988 0.47504 1.25866 -0.9 -1.6 3.4 0.021
C -0.28355 1.57904 1.56106 -0.4 -2.1 -2.8 -0.113
C -0.63072 2.08044 0.18051 -0.3 1.5 -0.9 -0.195
C 0.41172 2.49992 -0.75495 -1.1 1.4 -0.9 -0.030
C 0.11071 3.10547 -1.97185 -1.5 -1.5 0.9 -0.013
N -1.22878 3.22281 -2.43001 0.2 0.3 0.4 0.078
C -1.59364 3.86061 -3.73064 2.5 0.7 1.7 -0.137
C -0.72000 4.87276 -4.39149 -2.1 -1.3 0.1 0.010
C -1.48220 5.29311 -5.44911 0.9 -1.0 1.4 -0.090
O -2.70510 4.62101 -5.51143 1.6 1.3 -0.1 0.024
C -2.72683 3.80609 -4.44143 0.1 -0.7 0.5 -0.079
C -2.25582 2.87676 -1.47547 0.3 -0.4 -1.2 -0.414
O -3.43403 2.93393 -1.71758 -1.2 0.8 -1.4 0.073
C -1.90604 2.29878 -0.22423 2.4 -0.5 0.7 0.042
H 1.71020 -3.44843 -1.36482 0.2 0.1 1.8 0.206
H 2.13144 -6.44023 1.99788 0.0 0.5 0.8 0.125
H 1.45277 -6.38730 4.73465 0.7 0.8 -1.7 0.088
H 0.15907 -2.32637 4.16668 0.4 -1.3 0.0 0.112
H 0.49922 -0.56544 3.15908 0.2 -0.2 -1.4 0.134
H 0.85064 0.34139 0.27214 -0.3 -0.3 -0.1 0.083
H -1.20578 1.31501 2.07550 0.0 -0.9 -0.2 0.122
H 0.03712 2.37244 2.13804 1.7 1.6 1.2 0.093
H 1.42253 2.58082 -0.42313 0.6 -0.3 0.0 0.100
H 0.90260 3.35739 -2.65324 0.0 0.3 -0.2 0.111
H 0.27981 5.15688 -4.07129 -0.4 0.1 -0.3 0.104
H -1.13530 6.03353 -6.13526 -0.8 0.1 -0.8 0.112
H -3.56787 3.19117 -4.27153 -0.8 -0.2 -0.1 0.123
H -2.72201 1.95696 0.35475 -0.8 0.0 0.5 0.117
```
Forces are in eV/Å.

Output
* LUMO energy: -0.445 eV
* charge: 0
* SMILES string: O=C1NC(=O)c2ccc(I)cc2/C1=C/NCc1ccn(-c2ccoc2)c(=O)c1


Entry 3:
ORCA calculation (wB97M-V/def2-TZVPD) on a molecular structure, C20H14N3O10PdS in a non-equilibrium geometry.

Structure (XYZ):
```
49
Properties=species:S:1:pos:R:3:forces:R:3:lowdin_charge:R:1
Pd -0.58176 0.92640 0.79932 1.5 -0.8 -0.1 1.268
O 0.36402 3.03698 -0.62729 0.0 0.5 -0.4 -0.037
C -0.16636 3.04338 -1.72556 0.2 0.4 0.0 -0.231
C -0.24360 1.92311 -2.62881 0.0 -0.7 0.3 -0.124
C -0.80135 2.08434 -3.88691 -0.1 -0.1 -0.3 0.053
C -0.94384 1.00143 -4.74173 0.4 -0.1 1.2 -0.180
C -0.57558 -0.28836 -4.30388 -0.1 0.1 -0.2 0.002
C -0.03637 -0.47301 -3.07336 0.1 0.1 0.2 0.002
C 0.19714 0.61911 -2.16847 0.0 0.3 -0.7 -0.377
O 0.78690 0.43184 -1.06985 -0.2 -0.1 0.6 -0.076
N -1.47343 1.15914 -6.03690 -0.4 0.2 -0.8 -0.379
O -1.75654 2.28700 -6.42343 0.0 0.0 0.0 0.037
O -1.62476 0.15960 -6.73138 0.0 0.1 0.0 0.034
H -0.64646 3.97058 -2.10492 0.0 0.0 0.0 0.129
H -1.12900 3.06054 -4.21886 0.0 0.1 0.0 0.123
H -0.73945 -1.11338 -4.98101 0.0 -0.1 0.0 0.113
H 0.23475 -1.45785 -2.72910 0.1 -0.1 0.0 0.105
O 1.23686 -6.20316 -0.88947 0.0 -0.1 0.0 0.103
C 1.48952 -5.83810 0.39253 0.2 -0.4 0.2 -0.489
O 1.96525 -6.64798 1.15301 -0.2 0.2 -0.3 0.092
C 1.17568 -4.44819 0.76150 -0.2 0.6 0.3 -0.151
C 0.39035 -3.58148 -0.01504 0.3 -0.4 0.3 -0.016
C 0.17472 -2.28447 0.37433 -0.1 0.4 0.2 -0.008
C 0.72072 -1.76877 1.56881 0.1 -1.2 -0.6 -0.240
C 1.47635 -2.65928 2.36603 -0.2 0.5 0.0 -0.010
C 1.68536 -3.95656 1.96929 -0.1 -0.4 -0.4 -0.019
N 0.49867 -0.46032 1.87810 -0.4 0.9 0.1 -0.030
C 0.79844 0.06861 3.07299 0.2 -0.1 0.2 -0.083
C 0.66678 1.44792 3.24012 0.2 0.1 0.2 -0.247
C 0.98874 2.16648 4.42177 0.0 -0.1 -0.2 -0.027
C 0.88222 3.52975 4.43676 -0.1 -0.2 -0.2 -0.081
C 0.41979 4.19215 3.28951 0.0 -0.1 0.0 -0.063
C 0.06999 3.44625 2.18123 -0.1 0.7 -0.2 -0.105
N 0.21273 2.12894 2.13896 0.2 0.0 0.7 -0.031
H 0.89566 -5.46042 -1.40343 0.1 0.0 0.1 0.086
H -0.10397 -3.92920 -0.91532 0.0 0.1 -0.1 0.112
H -0.45120 -1.63274 -0.21851 0.1 -0.2 0.0 0.069
H 1.91621 -2.33235 3.29486 0.1 0.1 0.1 0.093
H 2.25565 -4.63805 2.58439 0.1 0.0 0.0 0.117
H 1.14794 -0.54967 3.89042 0.0 0.0 -0.1 0.113
H 1.30720 1.61709 5.29380 0.1 -0.1 0.0 0.108
H 1.13494 4.09470 5.32279 0.0 0.0 0.1 0.102
H 0.31662 5.26357 3.27416 -0.1 0.1 -0.1 0.096
H -0.32616 3.91176 1.28449 0.1 -0.1 0.1 0.109
O -2.14680 2.12261 0.08206 0.5 0.6 -0.2 -0.363
S -2.85330 0.82534 0.36989 -3.2 -0.2 0.1 0.275
O -4.21122 0.77149 -0.07041 0.3 0.1 0.0 -0.263
O -1.94591 -0.16882 -0.30363 0.5 -0.5 -0.4 -0.380
O -2.65215 0.60201 1.82610 0.0 0.0 0.2 -0.332
```
Forces are in eV/Å.

Output
* energy relative to the best compared isomer or geometry (same formula, charge and spin): 106.63 kJ/mol
* LUMO energy (spin up / spin down): 1.191 / 0.513 eV
* charge: -1
* spin multiplicity: 3


Entry 4:
ORCA calculation (wB97M-V/def2-TZVPD) on a molecular structure, C20H15CdN7.

Structure (XYZ):
```
43
Properties=species:S:1:pos:R:3:forces:R:3:lowdin_charge:R:1
Cd -0.76943 -0.69983 -1.18950 0.0 0.4 -0.4 1.403
N 3.75598 -1.36986 -0.96111 0.1 0.0 0.1 0.151
C 2.53128 -1.23614 -1.42043 -0.1 0.0 -0.1 -0.138
N 1.45564 -1.14562 -0.67146 -0.2 -0.1 0.2 0.010
C 1.59795 -1.21870 0.72589 0.2 0.0 0.0 -0.278
N 0.59827 -1.19730 1.56149 -0.1 0.0 -0.3 0.077
N -0.61110 -1.11953 0.92483 0.1 -0.1 0.4 -0.140
C -1.69028 -1.27190 1.57273 -0.2 -0.1 0.0 -0.044
C -2.97436 -1.25036 0.83096 0.1 0.0 0.0 -0.264
C -4.15886 -1.40758 1.51744 -0.1 0.0 0.1 0.015
C -5.35655 -1.41542 0.81048 0.0 0.0 0.1 0.002
C -5.32586 -1.26569 -0.56146 0.0 0.0 0.0 -0.013
C -4.09748 -1.11166 -1.18502 0.1 0.0 0.0 -0.110
N -2.94623 -1.10151 -0.51403 0.2 -0.1 0.1 -0.013
C 2.94452 -1.32356 1.28297 -0.2 0.0 0.0 -0.093
C 3.18543 -1.35741 2.66056 0.0 0.0 0.0 0.008
C 4.47497 -1.47099 3.12944 0.0 0.0 0.0 -0.027
C 5.54628 -1.55649 2.23520 0.0 0.0 0.1 -0.021
C 5.33000 -1.52614 0.87440 0.1 0.0 0.0 0.010
C 4.02630 -1.40850 0.41450 0.1 0.0 -0.2 -0.163
H 4.52144 -1.44733 -1.61723 0.0 0.0 0.0 0.179
H 2.42713 -1.20231 -2.49746 0.0 0.0 0.0 0.146
H -1.68203 -1.44457 2.64608 -0.1 0.0 0.0 0.146
H -4.14455 -1.52624 2.59304 0.0 0.0 0.0 0.132
H -6.29726 -1.54022 1.32975 0.0 0.0 0.0 0.133
H -6.23164 -1.27242 -1.15111 0.0 0.0 0.0 0.127
H -4.03780 -1.00060 -2.25961 0.0 0.0 0.0 0.117
H 2.34641 -1.29597 3.33860 0.0 0.0 0.0 0.120
H 4.66185 -1.49727 4.19412 0.0 0.0 0.0 0.124
H 6.55652 -1.64837 2.61103 0.0 0.0 0.0 0.127
H 6.15729 -1.59235 0.17806 0.0 0.0 0.0 0.129
N -1.27424 6.81515 -1.91309 0.0 -0.1 0.0 0.226
C -1.17982 5.67189 -1.87190 0.0 -0.1 0.0 -0.137
C -1.05754 4.23792 -1.81710 0.0 0.2 0.0 -0.177
C -0.34895 3.63530 -0.78249 0.0 0.0 0.0 0.025
C -0.25614 2.26105 -0.76406 -0.1 0.0 -0.1 -0.125
N -0.82386 1.48510 -1.70452 0.1 0.0 0.0 -0.080
C -1.50074 2.07454 -2.70113 0.1 -0.1 0.0 -0.113
C -1.63972 3.44201 -2.79585 0.0 0.0 -0.1 0.026
H 0.11988 4.22779 -0.00960 0.0 0.0 0.0 0.140
H 0.29043 1.76187 0.02617 0.0 0.0 0.0 0.104
H -1.93423 1.42865 -3.45244 0.0 0.0 0.0 0.117
H -2.18890 3.88057 -3.61713 0.0 0.0 0.0 0.141
```
Forces are in eV/Å.

Output
* LUMO energy: -6.937 eV
* charge: +2


no.,E_tot (hartree)
1,-2025.4027
2,-1533.3834
3,-2213.2496
4,-1321.6616